(1)
Entry from the OMol25 dataset: a single C2H2O2S2 molecule at a distorted geometry (ωB97M-V with the def2-TZVPD basis set).

Calculated values
Total charge   0
2S+1   3
HOMO-LUMO gap (alpha / beta)   7.2 / 7.5 eV
HOMO energy (alpha / beta)   -7.543 / -10.630 eV
Relative energy (zero: lowest compared OMol25 entry of this formula, charge and spin)   30.1 kcal per mole

Positions of all 8 atoms, in Å:
C -0.72 -0.41 0.00
C 0.65 0.39 0.05
O -3.26 -0.46 -0.04
O 3.36 0.42 -0.03
S -2.14 0.47 -0.03
S 2.12 -0.39 -0.01
H -0.62 -1.52 0.21
H 0.62 1.51 -0.15

---

(2)
Entry from the OMol25 dataset: 3 unconnected molecules or ions with the total composition C18H45N3 at a distorted geometry (ωB97M-V with the def2-TZVPD basis set).

Calculated values
Total charge   -1
2S+1   2
HOMO-LUMO gap (alpha / beta)   2.1 / 8.8 eV
HOMO energy (alpha / beta)   1.025 / -5.767 eV
Relative energy (zero: lowest compared OMol25 entry of this formula, charge and spin)   7.5 kcal per mole

Positions of all 66 atoms, in Å:
C -1.01 3.24 0.47
C -0.45 2.86 1.88
N -0.22 3.88 2.93
C 0.59 5.00 2.58
C 0.01 5.95 1.44
C -1.56 4.25 3.47
C -2.02 3.23 4.45
H -1.86 3.89 0.65
H -1.30 2.33 -0.05
H -0.23 3.71 -0.12
H -1.06 2.06 2.28
H 0.51 2.41 1.62
H 0.86 5.49 3.51
H 1.51 4.61 2.16
H -1.08 6.05 1.41
H 0.34 6.99 1.51
H 0.35 5.72 0.44
H -2.20 4.49 2.63
H -1.56 5.26 3.89
H -2.26 2.32 3.90
H -2.85 3.70 4.98
H -1.28 3.13 5.24
C 3.17 -2.87 -1.33
C 2.45 -1.66 -2.06
N 3.30 -1.25 -3.21
C 4.45 -0.46 -2.83
C 5.57 -0.77 -3.86
C 2.49 -0.49 -4.20
C 1.31 -1.35 -4.75
H 4.18 -2.60 -1.00
H 3.12 -3.57 -2.16
H 2.64 -3.17 -0.43
H 1.44 -1.90 -2.39
H 2.30 -0.83 -1.37
H 4.24 0.61 -2.70
H 4.80 -0.92 -1.90
H 5.26 -0.34 -4.81
H 6.49 -0.23 -3.61
H 5.88 -1.81 -4.01
H 3.10 -0.20 -5.05
H 2.14 0.35 -3.60
H 1.04 -0.81 -5.65
H 0.40 -1.20 -4.16
H 1.56 -2.39 -4.95
C -1.86 -1.11 -0.97
C -1.75 -2.49 -0.40
N -2.86 -3.02 0.45
C -2.46 -4.40 0.83
C -3.59 -5.37 1.35
C -3.22 -2.16 1.64
C -2.12 -1.53 2.60
H -2.06 -0.45 -0.12
H -2.62 -1.06 -1.75
H -0.89 -0.87 -1.41
H -1.78 -3.16 -1.25
H -0.82 -2.64 0.15
H -2.21 -4.97 -0.06
H -1.64 -4.35 1.54
H -3.36 -6.44 1.33
H -3.72 -5.11 2.40
H -4.44 -5.34 0.67
H -3.99 -2.69 2.20
H -3.72 -1.34 1.12
H -2.54 -0.79 3.28
H -1.29 -1.10 2.04
H -1.63 -2.36 3.11

---

(3)
Entry from the OMol25 dataset: 3 unconnected molecules or ions with the total composition C17H50BN10O4P2 at a distorted geometry (ωB97M-V with the def2-TZVPD basis set).

Calculated values
Total charge   +1
2S+1   1
HOMO-LUMO gap   6.0 eV
HOMO energy   -10.109 eV
Relative energy (zero: lowest compared OMol25 entry of this formula, charge and spin)   0.0 kcal per mole

Positions of all 84 atoms, in Å:
C 0.90 -0.95 0.84
C 1.76 -0.37 -0.27
N 2.61 0.76 0.21
C 2.22 2.02 -0.33
N 1.05 2.60 0.48
C 1.57 3.40 1.37
N 1.33 3.44 2.68
N 2.53 4.21 0.67
C 3.33 3.07 0.05
B 4.41 3.47 -1.05
O 4.46 2.76 -2.20
O 5.28 4.50 -0.83
H 1.48 -1.19 1.73
H 0.43 -1.86 0.47
H 0.09 -0.29 1.15
H 2.39 -1.17 -0.65
H 1.13 0.00 -1.08
H 2.53 0.78 1.22
H 2.08 1.95 -1.40
H 0.35 1.92 0.78
H 1.66 2.72 3.30
H 0.86 4.21 3.14
H 1.99 4.52 -0.13
H 3.81 2.60 0.91
H 5.37 2.65 -2.51
H 5.31 4.70 0.11
O -1.95 -1.02 2.93
P -2.73 -1.16 4.22
N -1.86 -2.45 4.98
C -1.87 -3.79 4.41
C -0.51 -2.06 5.33
N -4.24 -1.60 3.57
C -4.97 -2.81 3.89
C -4.50 -1.20 2.19
N -3.52 -0.70 5.74
C -3.46 0.75 5.99
C -3.35 -1.41 7.00
H -1.33 -4.47 5.06
H -1.43 -3.83 3.41
H -2.88 -4.19 4.36
H -0.52 -1.12 5.90
H 0.12 -1.90 4.44
H -0.04 -2.81 5.97
H -4.62 -3.66 3.30
H -6.03 -2.67 3.69
H -4.90 -3.06 4.95
H -4.05 -1.89 1.47
H -4.11 -0.21 1.99
H -5.58 -1.17 2.01
H -2.45 1.07 6.28
H -4.16 1.05 6.77
H -3.74 1.30 5.08
H -2.36 -1.27 7.45
H -3.53 -2.47 6.89
H -4.10 -1.03 7.71
O 0.12 -0.28 -3.00
P 0.98 -0.17 -4.24
N 0.32 1.25 -4.96
C -1.04 1.26 -5.49
C 0.56 2.43 -4.15
N 0.56 -1.64 -4.99
C 0.02 -1.76 -6.33
C 0.04 -2.69 -4.13
N 2.46 -0.08 -5.22
C 3.64 -0.23 -4.36
C 2.71 0.92 -6.25
H -1.24 2.22 -5.96
H -1.80 1.08 -4.72
H -1.15 0.52 -6.28
H 1.63 2.50 -3.89
H -0.02 2.42 -3.22
H 0.31 3.34 -4.71
H -1.07 -1.60 -6.34
H 0.21 -2.76 -6.72
H 0.48 -1.07 -7.03
H -1.03 -2.56 -3.91
H 0.58 -2.73 -3.18
H 0.18 -3.66 -4.61
H 3.81 0.66 -3.74
H 4.54 -0.43 -4.94
H 3.50 -1.08 -3.68
H 2.88 1.92 -5.85
H 1.90 0.96 -6.97
H 3.61 0.61 -6.79

---

- The highest total charge belongs to which entry?
  C17H50BN10O4P2

---

- Among the records above, which one has the highest total charge?
  C17H50BN10O4P2

---

- Among the records above, which one has the highest total charge?
  C17H50BN10O4P2

---

- Which of these has the lowest 2S+1?
  C17H50BN10O4P2